[1]
Molecular formula: C18H20Cl5FeOSb2
Method: DFT, ωB97M-V/def2-TZVPD

Computed properties:
* multiplicity: 5
* molecular weight: 728.99 g/mol
* charge: +1
* E: -131105.774 eV
* HOMO-LUMO gap (alpha / beta): 8.2776 / 7.2675 eV
* E_LUMO (alpha / beta): -2.77 / -3.88 eV

CARTESIAN COORDINATES (ANGSTROEM)
Sb (2.059, 0.657, 0.869)
Sb (-1.882, -1.064, 0.496)
Fe (-0.281, 0.822, -0.173)
Cl (-2.585, 6.207, -4.068)
Cl (-1.488, 3.327, -4.752)
Cl (-0.665, 1.405, -2.421)
Cl (-1.971, 5.067, 1.208)
Cl (-2.831, 7.053, -1.068)
O (-0.993, 2.517, 0.215)
C (1.879, -1.250, 1.844)
C (-0.804, -2.667, 1.406)
C (4.062, 0.540, 0.229)
C (1.675, -2.352, 0.829)
C (-2.498, -2.061, -1.263)
C (-3.661, -1.143, 1.621)
C (2.773, -2.744, 0.058)
C (-2.239, 5.496, -1.469)
C (2.317, 1.909, 2.551)
C (0.367, -3.994, -0.349)
C (2.678, -3.731, -0.907)
C (-1.367, 3.356, -0.745)
C (0.447, -2.997, 0.626)
C (1.460, -4.361, -1.116)
C (-1.284, 3.027, -2.086)
C (-2.133, 5.123, -2.816)
C (-1.862, 4.628, -0.452)
C (-1.650, 3.864, -3.128)
H (2.976, 1.390, 3.245)
H (-3.194, -1.423, -1.806)
H (-4.019, -2.167, 1.531)
H (-1.503, -3.503, 1.396)
H (4.150, 0.027, -0.724)
H (3.733, -2.274, 0.241)
H (-4.397, -0.447, 1.226)
H (2.817, -1.373, 2.388)
H (-0.620, -2.395, 2.444)
H (2.772, 2.845, 2.236)
H (1.366, -5.144, -1.857)
H (-0.578, -4.507, -0.492)
H (4.606, 0.004, 1.005)
H (1.360, 2.120, 3.022)
H (4.448, 1.554, 0.137)
H (-3.452, -0.902, 2.661)
H (-2.987, -2.998, -0.999)
H (-1.630, -2.263, -1.890)
H (3.550, -4.017, -1.481)
H (1.080, -1.160, 2.576)


[2]
Molecular formula: C13H17ClN2S
Method: DFT, ωB97M-V/def2-TZVPD

Computed properties:
* SMILES string: CCN1CCN(C(=S)c2ccc(Cl)cc2)CC1
* multiplicity: 1
* molecular weight: 268.81 g/mol
* E: -40094.716 eV
* HOMO-LUMO gap: 8.3260 eV
* E_LUMO: 0.35 eV

CARTESIAN COORDINATES (ANGSTROEM)
Cl (0.940, 2.158, 5.765)
S (-3.104, -0.188, 0.774)
N (-1.036, 0.755, -0.557)
N (0.289, -1.099, -1.798)
C (0.965, 0.181, -1.829)
C (0.369, 1.065, -0.718)
C (1.001, -2.178, -2.455)
C (-0.232, 0.374, 4.114)
C (-0.810, -0.003, 2.918)
C (2.193, -2.654, -1.633)
C (-1.079, -0.965, -2.276)
C (-1.607, 0.494, 0.627)
C (0.220, 1.676, 4.270)
C (-0.469, 2.208, 2.044)
C (-1.669, 0.368, -1.793)
C (0.094, 2.599, 3.243)
C (-0.922, 0.902, 1.865)
H (-0.138, -0.331, 4.924)
H (2.594, -3.568, -2.063)
H (-2.743, 0.273, -1.629)
H (2.988, -1.913, -1.610)
H (2.026, 0.037, -1.632)
H (1.875, -2.854, -0.613)
H (0.884, 0.873, 0.225)
H (-1.184, -1.007, 2.788)
H (-1.655, -1.798, -1.865)
H (1.330, -1.891, -3.470)
H (-1.488, 1.161, -2.525)
H (0.296, -3.008, -2.556)
H (0.870, 0.674, -2.813)
H (-1.140, -1.008, -3.377)
H (0.433, 3.613, 3.384)
H (-0.585, 2.930, 1.249)
H (0.494, 2.123, -0.978)